Entry 1:
{
  "formula": "C15H30As3F18O15Tl",
  "method": "ωB97M-V/def2-TZVPD",
  "homo_energy_ev": -11.68,
  "relative_energy_kj_mol": 683.9,
  "gap_ev": 3.194,
  "total_energy_ev": -282876.07838,
  "elements": ["Tl", "As", "F", "F", "F", "F", "F", "F", "As", "F", "F", "F", "F", "F", "F", "As", "F", "F", "F", "F", "F", "F", "C", "O", "C", "O", "O", "C", "H", "H", "H", "H", "H", "H", "C", "O", "C", "O", "O", "C", "H", "H", "H", "H", "H", "H", "C", "O", "C", "O", "O", "C", "H", "H", "H", "H", "H", "H", "C", "O", "C", "O", "O", "C", "H", "H", "H", "H", "H", "H", "C", "O", "C", "O", "O", "C", "H", "H", "H", "H", "H", "H"],
  "xyz": [[-0.409647, -0.683813, 0.891135], [2.960933, -2.664813, -1.923975], [4.073143, -1.300643, -1.769755], [1.745233, -1.755303, -0.859475], [1.947693, -4.135023, -2.130615], [4.243153, -3.447033, -2.973855], [3.690313, -3.444593, -0.470365], [2.261483, -1.882003, -3.393095], [2.674223, 2.913917, 0.835095], [1.948503, 3.445227, -0.682515], [3.975933, 2.269687, -0.198435], [3.580403, 2.313587, 2.270295], [1.272213, 3.573727, 1.827775], [1.742073, 1.349057, 0.857995], [3.629563, 4.468267, 0.958635], [-4.618287, -2.924323, 0.411655], [-5.109367, -1.381093, 0.991975], [-6.220027, -3.710153, 0.406765], [-3.972317, -4.489533, -0.162505], [-2.799447, -2.348633, 0.528685], [-4.455447, -3.448913, 2.120915], [-4.702577, -2.496283, -1.262305], [1.745103, 2.350447, 4.755235], [1.041593, 1.404607, 5.445495], [0.128773, 0.607327, 4.841335], [-0.029847, 0.436527, 3.612855], [-0.758197, 0.080787, 5.796905], [-0.567027, 0.111527, 7.221295], [2.485823, 1.866837, 4.118405], [2.258273, 3.042167, 5.423275], [1.185693, 2.962977, 4.048145], [-1.484057, -0.295773, 7.647045], [-0.300457, 1.130127, 7.503255], [0.164433, -0.628873, 7.545135], [4.037043, -0.766403, 5.179065], [2.972643, -1.085803, 4.308575], [3.051113, -1.201903, 3.034185], [2.101983, -1.437093, 2.272225], [4.277933, -0.969423, 2.625975], [4.591503, -1.061623, 1.230505], [4.430743, 0.248837, 5.130295], [4.937323, -1.344623, 4.971095], [3.775593, -1.071203, 6.192395], [4.953393, -2.011803, 0.837705], [5.320423, -0.265513, 1.078945], [3.690423, -0.766863, 0.692655], [-1.288847, -0.935123, -5.110275], [-0.899257, -0.948193, -3.774455], [-1.228377, -1.936103, -2.891915], [-1.063027, -1.982783, -1.710265], [-2.050777, -2.855943, -3.450505], [-2.479457, -4.106883, -2.857855], [-1.171677, 0.089177, -5.464105], [-2.294537, -1.290033, -5.335485], [-0.640647, -1.542883, -5.741595], [-3.491767, -4.191573, -2.462695], [-1.894257, -4.338873, -1.968005], [-2.391787, -4.827863, -3.670625], [-4.913337, 1.777577, 0.042055], [-4.592517, 1.465277, -1.222235], [-3.460307, 0.766777, -1.498305], [-2.729297, 0.186017, -0.678535], [-3.158637, 0.814067, -2.863425], [-3.702707, 1.693457, -3.763735], [-5.876117, 2.279917, 0.135895], [-4.329667, 2.650787, 0.333475], [-4.709377, 1.014417, 0.793115], [-3.376377, 2.707557, -3.533065], [-4.792447, 1.676177, -3.747225], [-3.233497, 1.406227, -4.704705], [-0.730297, 3.790967, -3.384785], [-0.740677, 2.867067, -2.381155], [0.251983, 1.994917, -2.247575], [0.287903, 1.179327, -1.318605], [1.203593, 2.172707, -3.288835], [2.318173, 1.342237, -3.256085], [-0.628797, 3.317757, -4.361455], [0.139563, 4.438977, -3.277335], [-1.597897, 4.450567, -3.401725], [2.770723, 1.393677, -2.265805], [3.030423, 1.609887, -4.036585], [1.996023, 0.314167, -3.421575]],
  "forces_ev_per_a": [[0.507, 0.184, -1.129], [1.996, -1.420, -1.167], [-1.017, -0.609, 0.240], [0.541, -0.861, -0.716], [0.513, 2.070, 0.342], [-1.812, 0.886, 1.305], [-1.005, 0.996, -1.262], [0.141, -0.875, 1.617], [1.382, 1.333, 0.503], [-0.240, -0.246, 1.096], [-1.187, -0.082, 1.014], [-1.114, 0.452, -1.095], [1.984, -0.698, -1.279], [0.615, 0.675, -0.096], [-1.703, -1.930, 0.013], [0.269, -3.213, 1.733], [-0.047, -0.105, -0.621], [1.257, 1.469, -0.204], [0.028, 1.141, 0.612], [-0.811, -0.044, -0.049], [0.211, 0.559, -1.653], [0.005, 0.713, 0.440], [2.002, 1.481, -2.479], [-2.672, -2.385, 0.820], [-1.486, 0.145, 0.800], [0.697, 0.388, 2.768], [1.389, 0.020, -2.903], [0.422, -0.095, -0.325], [0.198, 0.054, 0.126], [-0.188, -0.408, 0.371], [-0.584, -0.207, 0.218], [-0.249, 0.700, -0.182], [-0.185, -0.266, 0.428], [0.526, 0.296, -0.284], [2.039, -0.544, 0.468], [-2.106, -0.069, 1.552], [0.957, 1.054, -1.326], [-0.063, -0.235, 0.120], [0.128, -1.126, -0.054], [-0.434, 1.502, -1.181], [-0.854, 0.312, -0.160], [-0.183, -0.373, -0.418], [-0.564, 0.394, -0.222], [-0.129, -0.152, 0.756], [0.113, -0.215, -0.039], [0.188, -0.184, -0.195], [-0.237, -0.461, -1.948], [0.486, -1.248, 3.503], [-2.465, 0.287, -3.847], [1.239, 0.541, 2.236], [0.408, 0.835, -0.265], [0.345, -0.761, 0.749], [-0.088, 0.038, 0.289], [-0.184, 0.143, 0.589], [0.292, -0.138, 0.289], [-0.211, 1.168, -0.477], [0.484, -0.129, -0.422], [0.371, -0.004, 0.216], [0.182, 2.103, 3.839], [1.757, -1.879, -3.911], [0.740, 0.505, -0.075], [-1.787, 1.332, -2.017], [0.876, -2.324, 4.264], [-0.632, 1.374, -0.541], [-0.568, -1.094, -0.510], [0.787, 0.018, 0.217], [-0.449, -0.239, -0.311], [-0.069, 0.183, 0.015], [0.035, -0.133, -0.401], [-0.557, 0.077, -0.175], [1.143, 1.885, -2.318], [-0.264, -2.134, 2.138], [1.062, 0.495, -0.825], [0.297, 0.595, -2.101], [-3.386, 0.325, 2.353], [1.120, -1.665, 0.759], [-0.172, -0.042, -0.052], [0.057, 0.104, -0.008], [-0.250, -0.506, 0.565], [0.298, 0.011, -0.128], [-0.305, 0.348, 0.068], [0.169, -0.092, -0.061]]
}

Entry 2:
{
  "formula": "C15H30BrMoNOP2",
  "method": "ωB97M-V/def2-TZVPD",
  "s_squared": 2.028,
  "homo_energy_ev": [-5.57, -7.36],
  "relative_energy_kj_mol": 0.0,
  "multiplicity": 3,
  "gap_ev": [6.141, 7.728],
  "total_energy_ev": -110054.97701,
  "elements": ["Mo", "P", "P", "N", "H", "C", "H", "H", "H", "C", "H", "H", "H", "C", "H", "H", "H", "C", "H", "H", "H", "C", "H", "H", "H", "C", "H", "H", "H", "C", "C", "C", "C", "C", "C", "H", "H", "H", "H", "H", "C", "O", "C", "H", "H", "H", "C", "H", "H", "H", "Br"],
  "xyz": [[0.364655, -0.329949, 0.388051], [-1.753488, -1.636592, 0.684961], [2.065744, 1.544599, 0.261252], [-0.164571, -0.145011, -1.293978], [-0.796650, 0.222950, 1.340066], [-3.315531, -0.753112, 0.503137], [-4.153205, -1.407934, 0.764466], [-3.419951, -0.392389, -0.525913], [-3.325163, 0.117504, 1.157631], [-1.946189, -2.728468, 2.112535], [-2.897889, -3.269354, 2.028260], [-1.932315, -2.131685, 3.032132], [-1.108317, -3.435600, 2.138175], [-1.877080, -2.820478, -0.722812], [-2.738493, -3.487049, -0.543063], [-0.942272, -3.401338, -0.765608], [-2.016567, -2.261267, -1.664389], [1.922401, 3.283759, -0.232944], [2.933599, 3.651437, -0.450747], [1.507116, 3.877142, 0.578777], [1.283386, 3.360266, -1.130736], [3.206808, 1.431169, 1.663188], [4.062887, 2.110210, 1.561182], [3.534192, 0.384892, 1.657119], [2.695611, 1.637269, 2.607563], [3.166253, 1.036932, -1.120658], [4.009868, 1.748304, -1.130918], [2.593576, 1.094624, -2.060041], [3.492262, 0.004857, -0.918783], [0.072904, -0.454264, -2.610998], [-0.437319, -0.201372, -4.959855], [-0.619429, 0.211621, -3.639547], [0.988509, -1.483966, -2.874788], [1.195827, -1.917203, -4.183314], [0.475424, -1.261936, -5.208192], [-1.042624, 0.265176, -5.764328], [-1.341065, 0.966039, -3.310060], [1.424572, -1.956174, -1.978162], [1.868243, -2.777898, -4.362532], [0.606580, -1.622333, -6.236380], [-0.722884, 2.038923, 3.103925], [-0.214192, 2.862838, 2.340742], [-2.204276, 1.765932, 3.162548], [-2.460719, 1.293643, 4.126272], [-2.514705, 0.981078, 2.454504], [-2.777724, 2.662002, 2.933021], [0.196124, 1.087092, 3.853835], [1.068640, 1.650638, 4.184686], [0.598612, 0.285325, 3.191422], [-0.331201, 0.556666, 4.663491], [1.720026, -2.257512, 1.195806]],
  "forces_ev_per_a": [[-0.208, -0.522, 0.337], [1.138, -0.953, -1.538], [0.274, -0.550, -0.653], [-0.220, 0.198, -1.437], [-0.726, 1.343, 0.705], [-0.294, 0.256, 0.205], [0.042, 0.103, -0.135], [0.099, -0.135, 0.178], [-0.200, -0.099, -0.142], [-0.262, 0.015, 0.281], [0.211, 0.040, 0.169], [-0.030, -0.194, -0.077], [-0.173, 0.203, -0.025], [-0.262, -0.095, 0.281], [0.316, 0.094, -0.274], [-0.381, 0.153, -0.071], [0.153, -0.261, 0.425], [-0.258, 0.291, 0.213], [-0.244, -0.045, -0.061], [-0.198, 0.047, -0.071], [0.297, -0.029, 0.439], [0.210, 0.319, 0.164], [-0.083, -0.201, 0.024], [0.086, 0.199, 0.154], [0.090, -0.015, -0.191], [-0.082, -0.047, 0.324], [-0.134, -0.478, -0.198], [0.311, -0.139, 0.287], [0.063, 0.350, -0.352], [-0.216, 0.508, 1.040], [0.328, -0.422, 0.459], [-0.159, -0.241, -0.228], [0.140, -0.600, -0.158], [-0.537, 0.505, 0.247], [-0.001, -0.186, -0.625], [0.681, -0.448, 0.510], [0.255, -0.158, -0.443], [0.033, 0.072, -0.745], [-0.497, 0.731, -0.148], [-0.084, 0.238, 0.409], [1.213, -0.201, -1.951], [-1.039, -0.672, 1.389], [-0.234, -0.360, 0.542], [-0.072, 0.671, -0.120], [0.657, 0.483, 0.008], [-0.047, -0.032, 0.192], [-0.148, -0.403, 0.124], [-0.133, -0.090, 0.331], [-0.439, 0.585, 0.117], [0.404, 0.374, -0.077], [0.364, -0.201, 0.169]]
}

- Number 2 is which compound?
  C15H30BrMoNOP2